A molecular structure, C24H49BBrNO7SSi. Source: OMol25; level of theory: the ωB97M-V functional and the def2-TZVPD basis.

Structure (XYZ):
```
85
Properties=species:S:1:pos:R:3:lowdin_charge:R:1
C 1.57 3.49 2.51 -0.116
C 1.86 3.35 1.02 -0.367
C 0.91 2.43 0.26 -0.778
Br -0.95 2.97 0.42 0.710
Si 1.20 0.63 0.78 0.672
N 1.30 -0.32 -0.74 -0.012
C 2.40 -0.23 -1.24 -0.931
S 3.82 -0.01 -1.85 0.735
B -0.04 -0.19 2.15 -0.706
O -1.33 0.17 2.39 0.109
O 0.48 -1.20 2.93 0.105
H 2.31 4.15 2.95 0.075
H 1.67 2.53 3.03 0.068
H 0.58 3.88 2.71 0.052
H 1.87 4.33 0.54 0.112
H 2.87 2.95 0.91 0.076
H 1.15 2.50 -0.80 0.054
H 2.57 0.59 1.37 0.029
H -1.80 0.44 1.59 0.066
H 1.32 -0.94 3.32 0.091
C -1.07 -0.58 -3.37 -0.168
C -0.72 -1.95 -3.92 -0.157
C -0.62 -1.66 -5.41 -0.197
O -0.16 -0.31 -5.53 -0.141
C -0.25 0.34 -4.26 -0.204
H -0.83 -0.46 -2.31 0.085
H -2.14 -0.38 -3.50 0.114
H 0.24 -2.28 -3.54 0.084
H -1.46 -2.72 -3.69 0.117
H -1.60 -1.74 -5.91 0.115
H 0.08 -2.32 -5.93 0.114
H 0.77 0.46 -3.86 0.104
H -0.69 1.33 -4.39 0.116
C 7.37 3.39 0.64 -0.167
C 7.48 4.36 1.82 -0.168
C 6.06 4.91 1.90 -0.202
O 5.20 3.86 1.46 -0.161
C 5.97 2.82 0.84 -0.205
H 8.14 2.63 0.63 0.112
H 7.42 3.94 -0.30 0.115
H 7.73 3.81 2.73 0.113
H 8.22 5.14 1.68 0.111
H 5.93 5.77 1.24 0.118
H 5.77 5.19 2.91 0.116
H 5.99 1.95 1.52 0.119
H 5.49 2.52 -0.09 0.103
C -5.04 -3.51 3.44 -0.167
C -3.77 -2.97 4.10 -0.162
C -2.86 -2.75 2.90 -0.195
O -3.72 -2.42 1.81 -0.140
C -5.08 -2.69 2.16 -0.206
H -5.93 -3.39 4.04 0.110
H -4.92 -4.57 3.21 0.112
H -3.98 -2.02 4.60 0.114
H -3.33 -3.65 4.84 0.111
H -2.31 -3.66 2.65 0.123
H -2.15 -1.94 3.05 0.086
H -5.59 -1.74 2.32 0.097
H -5.56 -3.22 1.33 0.117
C -7.21 2.42 1.03 -0.170
C -6.43 1.16 1.41 -0.176
C -6.23 1.37 2.91 -0.208
O -7.36 2.11 3.37 -0.139
C -8.09 2.62 2.25 -0.207
H -7.78 2.33 0.11 0.110
H -6.52 3.27 0.92 0.113
H -7.05 0.28 1.24 0.110
H -5.50 1.04 0.87 0.110
H -5.32 1.95 3.11 0.118
H -6.17 0.43 3.46 0.106
H -9.03 2.06 2.16 0.116
H -8.34 3.67 2.44 0.115
C 3.99 -4.76 -4.66 -0.167
C 4.15 -3.82 -3.47 -0.168
C 2.74 -3.27 -3.32 -0.236
O 1.85 -4.30 -3.76 -0.149
C 2.59 -5.33 -4.42 -0.202
H 4.75 -5.53 -4.72 0.110
H 4.00 -4.19 -5.59 0.114
H 4.42 -4.39 -2.57 0.116
H 4.89 -3.04 -3.62 0.107
H 2.59 -2.39 -3.96 0.110
H 2.49 -3.00 -2.29 0.103
H 2.63 -6.21 -3.77 0.117
H 2.08 -5.60 -5.34 0.116
```

Summary:
strongest force on any atom = 0.018 Eh/bohr
electronic energy = -4811.88404 hartree
gap between HOMO and LUMO = 9.50 eV
LUMO energy = 0.34 eV

4 unconnected molecules or ions with the total composition CH12N3O3 in a non-equilibrium geometry. Source: OMol25; level of theory: the ωB97M-V functional and the def2-TZVPD basis.

Structure (XYZ):
```
19
Properties=species:S:1:pos:R:3:nbo_charge:R:1
N -0.39 -1.89 -0.67 -0.773
C 0.49 -0.94 -0.96 0.682
N 1.73 -1.22 -1.35 -0.764
N 0.11 0.34 -0.84 -0.773
H -0.30 -2.80 -1.10 0.412
H -1.33 -1.59 -0.49 0.440
H 2.47 -0.59 -1.05 0.435
H 2.02 -2.18 -1.33 0.409
H 0.89 0.99 -0.82 0.420
H -0.53 0.60 -0.09 0.454
H -1.92 2.03 1.57 0.488
H -0.55 2.69 1.49 0.484
O -1.14 2.06 1.01 -0.954
H -3.27 -0.02 0.16 0.497
H -2.76 -0.89 1.25 0.489
O -2.43 -0.39 0.51 -0.962
H 2.56 2.01 0.73 0.497
H 2.01 0.71 1.41 0.492
O 2.34 1.09 0.58 -0.975
```

Summary:
strongest force on any atom = 0.032 Eh/bohr
electronic energy = -435.10930 hartree
net charge = +1
energy relative to the best compared isomer or geometry (same formula, charge and spin) = 0.215 eV
gap between HOMO and LUMO = 11.57 eV
LUMO energy = -2.88 eV

8 unconnected molecules or ions with the total composition C24H34Br12N2O4 in a non-equilibrium geometry. Source: OMol25; level of theory: the ωB97M-V functional and the def2-TZVPD basis.

Structure (XYZ):
```
76
Properties=species:S:1:pos:R:3:lowdin_charge:R:1
O 0.19 5.38 0.56 0.061
N 1.06 4.87 -0.10 -0.361
O 1.17 4.95 -1.31 0.067
C 1.99 3.99 0.60 -0.160
C 2.21 2.73 0.11 -0.038
C 3.05 1.87 0.79 -0.094
C 3.62 2.27 2.00 -0.059
C 3.36 3.53 2.49 -0.077
C 2.55 4.40 1.81 -0.005
H 1.73 2.45 -0.82 0.054
H 3.26 0.87 0.44 0.075
H 4.19 1.56 2.59 0.111
H 3.81 3.84 3.43 0.111
H 2.38 5.41 2.15 0.125
O 8.01 0.05 -2.88 0.084
N 7.02 0.50 -2.36 -0.352
O 7.03 1.20 -1.36 0.076
C 5.71 0.15 -2.92 -0.155
C 5.65 -0.74 -3.96 -0.008
C 4.43 -1.28 -4.33 -0.059
C 3.28 -0.90 -3.66 -0.073
C 3.33 0.09 -2.72 -0.082
C 4.56 0.64 -2.35 0.002
H 6.58 -1.07 -4.42 0.121
H 4.44 -1.99 -5.14 0.110
H 2.36 -1.45 -3.77 0.112
H 2.45 0.46 -2.22 0.048
H 4.59 1.36 -1.55 0.105
Br -0.44 -0.05 3.03 0.653
C -1.79 0.85 4.09 -0.666
C -1.47 2.31 4.25 -0.659
Br -1.70 3.29 2.58 0.682
H -1.82 0.33 5.05 0.064
H -2.75 0.75 3.59 0.014
H -0.43 2.49 4.53 0.049
H -2.14 2.79 4.95 0.059
Br -5.71 2.08 -2.37 0.624
C -4.56 3.19 -1.28 -0.684
C -4.89 3.24 0.19 -0.704
Br -6.70 3.88 0.52 0.610
H -4.60 4.17 -1.74 0.057
H -3.52 2.86 -1.39 0.002
H -4.28 4.03 0.64 0.038
H -4.73 2.32 0.74 0.004
Br -1.94 -3.80 0.93 0.707
C -1.31 -4.41 -0.82 -0.660
C -2.16 -5.59 -1.22 -0.734
Br -1.55 -6.36 -2.88 0.650
H -0.25 -4.59 -0.66 -0.055
H -1.43 -3.55 -1.48 0.032
H -3.17 -5.23 -1.38 0.044
H -2.17 -6.34 -0.44 0.052
Br -4.41 -0.56 1.41 0.672
C -5.77 -1.04 0.10 -0.644
C -5.31 -2.14 -0.83 -0.666
Br -3.85 -1.56 -1.96 0.727
H -5.95 -0.15 -0.49 -0.003
H -6.65 -1.30 0.67 0.064
H -6.10 -2.37 -1.54 0.060
H -5.14 -3.10 -0.33 0.058
Br 0.82 -0.73 -0.16 0.704
C -1.07 -0.59 -0.57 -0.755
C -1.52 0.84 -0.41 -0.708
Br -0.83 1.95 -1.86 0.704
H -1.66 -1.27 0.04 -0.047
H -1.12 -0.82 -1.62 0.004
H -1.15 1.30 0.51 -0.028
H -2.60 0.93 -0.47 0.000
Br 2.08 -5.19 0.10 0.690
C 2.02 -4.85 2.02 -0.662
C 1.45 -3.47 2.20 -0.748
Br 1.44 -3.02 4.11 0.591
H 3.01 -5.00 2.43 0.055
H 1.34 -5.58 2.44 0.059
H 0.42 -3.40 1.87 -0.055
H 2.03 -2.67 1.76 0.010
```

Summary:
structure (SMILES) = O=[N+]([O-])c1ccccc1.O=[N+]([O-])c1ccccc1.BrCCBr.BrCCBr.BrCCBr.BrCCBr.BrCCBr.BrCCBr
strongest force on any atom = 0.027 Eh/bohr
electronic energy = -32233.39156 hartree
energy relative to the best compared isomer or geometry (same formula, charge and spin) = 0.379 eV
gap between HOMO and LUMO = 9.56 eV
LUMO energy = -0.34 eV

A molecular structure, C37H36CeClOP2 in a non-equilibrium geometry. Source: OMol25; level of theory: the ωB97M-V functional and the def2-TZVPD basis.

Structure (XYZ):
```
78
Properties=species:S:1:pos:R:3:lowdin_charge:R:1
Ce 0.26 0.02 0.01 0.728
Cl 0.24 -0.05 -2.62 0.191
P -0.11 2.70 -0.13 0.978
P -0.12 -2.69 0.00 0.972
C 0.01 3.43 1.51 -0.371
C -1.65 3.15 -0.91 -0.368
C 1.37 3.09 -1.11 -0.375
C 1.53 -3.33 -0.39 -0.359
C -0.65 -3.31 1.60 -0.363
C -1.33 -3.03 -1.28 -0.387
C 1.16 4.17 1.84 -0.056
C 1.21 4.84 3.07 -0.024
C 0.14 4.68 3.97 -0.016
C -0.95 3.85 3.68 -0.034
C -1.01 3.19 2.46 -0.097
H 1.96 4.24 1.12 0.107
H 2.07 5.48 3.29 0.130
H 0.17 5.23 4.91 0.131
H -1.78 3.75 4.39 0.130
H -1.84 2.53 2.20 0.117
C 2.62 2.50 -0.84 -0.114
C 3.73 2.97 -1.55 -0.036
C 3.55 3.95 -2.54 -0.017
C 2.29 4.47 -2.87 -0.011
C 1.18 4.01 -2.16 -0.040
H 2.73 1.72 -0.07 0.098
H 4.73 2.58 -1.31 0.131
H 4.43 4.33 -3.07 0.132
H 2.15 5.23 -3.64 0.134
H 0.17 4.35 -2.37 0.115
C -2.11 4.43 -0.56 -0.068
C -3.27 4.92 -1.17 -0.012
C -3.95 4.08 -2.08 -0.015
C -3.52 2.77 -2.37 -0.034
C -2.36 2.28 -1.77 -0.080
H -1.55 5.01 0.16 0.116
H -3.60 5.92 -0.93 0.127
H -4.85 4.47 -2.56 0.129
H -4.07 2.14 -3.09 0.130
H -1.97 1.28 -1.99 0.038
C -1.89 -3.97 1.68 -0.047
C -2.27 -4.56 2.88 -0.022
C -1.44 -4.43 4.00 -0.017
C -0.24 -3.70 3.95 -0.037
C 0.15 -3.11 2.75 -0.119
H -2.50 -4.03 0.79 0.110
H -3.20 -5.14 2.92 0.133
H -1.72 -4.93 4.93 0.131
H 0.41 -3.63 4.83 0.128
H 1.10 -2.58 2.66 0.107
C 2.50 -2.57 -1.07 -0.090
C 3.73 -3.19 -1.38 -0.033
C 3.95 -4.51 -0.96 -0.016
C 3.00 -5.25 -0.22 -0.009
C 1.78 -4.63 0.08 -0.070
H 2.28 -1.55 -1.40 0.041
H 4.49 -2.64 -1.96 0.130
H 4.90 -5.00 -1.22 0.131
H 3.17 -6.27 0.11 0.128
H 1.03 -5.13 0.67 0.116
C -1.07 -4.14 -2.10 -0.044
C -2.03 -4.53 -3.05 -0.014
C -3.19 -3.75 -3.17 -0.021
C -3.43 -2.60 -2.40 -0.037
C -2.48 -2.21 -1.45 -0.105
H -0.14 -4.68 -1.96 0.110
H -1.86 -5.42 -3.64 0.130
H -3.96 -4.07 -3.89 0.130
H -4.35 -2.02 -2.51 0.128
H -2.62 -1.31 -0.83 0.099
H 3.18 -0.06 -3.71 0.031
H 2.55 -0.07 -4.12 0.008
C 0.84 0.20 3.05 -0.094
O -0.49 0.08 2.49 -0.228
H 1.59 -0.16 2.28 0.068
H 1.05 -0.39 3.99 0.139
H 1.07 1.28 3.23 0.109
H -0.92 -0.69 2.95 0.139
```

Summary:
strongest force on any atom = 0.038 Eh/bohr
electronic energy = -3123.76783 hartree
net charge = +3
gap between HOMO and LUMO (alpha / beta) = 5.87 / 5.87 eV
LUMO energy (alpha / beta) = -10.77 / -10.77 eV